Run i
This record from the OMol25 dataset describes a single C3H3N5 molecule. The level of theory is wB97M-V/def2-TZVPD.

Each line ends with the Löwdin charge.
Atoms and positions in Å:
N 1.2369 0.6980 0.4662  -0.005
H -1.2293 1.3187 -1.5015  0.100
C -0.9001 -0.4799 -0.1890  -0.497
H -1.7932 0.7347 1.0813  0.132
N -1.6181 -0.3880 0.9126  0.141
C 1.4764 -0.5282 0.5391  -0.226
H 1.8565 -0.8051 1.6685  0.180
C -0.5539 0.8056 -0.8606  -0.108
N 1.1101 -1.3001 -0.6330  0.086
N -0.2001 -1.4361 -0.8896  0.130
N 0.6149 1.3805 -0.5941  0.067

Values from the calculation:
LUMO level	-1.4	eV
charge	0
Kohn-Sham gap	8.69	eV
multiplicity	1



Run ii
This record from the OMol25 dataset describes a single C3H3N5 molecule. The level of theory is wB97M-V/def2-TZVPD.

Each line ends with the Löwdin charge.
Atoms and positions in Å:
H -1.5158 2.1831 0.6552  0.116
C 0.9451 0.1104 -0.0487  -0.480
H 2.3763 -0.6773 -1.1482  0.071
N -1.7548 0.5001 -0.6700  0.056
N -0.8431 -1.4217 0.1965  0.046
C -1.0064 1.2889 0.2481  -0.165
C 0.3326 -1.0873 0.5677  -0.073
H 0.8180 -1.6261 1.4546  0.144
N 0.2877 1.2638 0.3983  0.133
N -1.5383 -0.7400 -0.7684  -0.012
N 1.8986 0.2060 -0.8852  0.164

Values from the calculation:
LUMO level	-0.8	eV
charge	0
Kohn-Sham gap	9.11	eV
multiplicity	1



Run iii
This record from the OMol25 dataset describes a single C3H3N5 molecule. The level of theory is wB97M-V/def2-TZVPD.

Each line ends with the Löwdin charge.
Atoms and positions in Å:
H 2.5227 0.7518 1.2963  0.181
N -0.0875 -1.7357 -0.7632  -0.060
N 2.1288 -0.0729 0.4805  0.125
N -0.6957 -1.5276 0.3801  0.038
C 1.1471 0.0737 -0.2822  -0.481
C -1.2045 -0.2534 0.4029  -0.109
N 0.1393 1.2678 -0.7184  0.129
H -1.8357 1.7745 -0.4875  0.118
H -1.8501 -0.2087 1.3462  0.122
C -1.1016 0.9415 -0.4791  -0.138
N 0.8372 -1.0111 -1.1757  0.075

Values from the calculation:
LUMO level	-0.8	eV
charge	0
Kohn-Sham gap	8.69	eV
multiplicity	1



Run iv
This record from the OMol25 dataset describes a single C3H3N5 molecule. The level of theory is wB97M-V/def2-TZVPD.

Each line ends with the Löwdin charge.
Atoms and positions in Å:
N 0.9900 0.6262 1.5475  0.012
C -0.5150 0.6795 -0.1201  -0.320
N -1.4493 0.7048 -1.0414  0.019
C -0.0485 1.2939 1.1302  -0.040
H 1.4544 -1.3090 1.3162  0.174
N 1.2940 -0.4443 0.7232  0.039
C -0.2904 -1.0703 -1.3521  -0.095
H -0.4094 2.3093 1.4755  0.135
H 0.0494 -2.0483 -1.6629  0.108
N -1.2722 -0.2982 -1.8173  -0.017
N 0.1969 -0.4437 -0.1988  -0.016

Values from the calculation:
LUMO level	0.5	eV
charge	0
Kohn-Sham gap	9.83	eV
multiplicity	1



Result of the stability comparison: run iv is the most stable of them.



Run i
This record from the OMol25 dataset describes a single C3H3N5 molecule. The level of theory is wB97M-V/def2-TZVPD.

Each line ends with the Löwdin charge.
Atoms and positions in Å:
N 1.6384 0.1673 0.2680  0.086
C -1.0608 -0.4254 -0.5230  -0.501
H -2.2979 -1.4258 0.6365  0.099
N -1.6564 -1.5303 -0.2660  0.137
C 0.8941 0.7981 1.1003  -0.198
H 1.9987 -0.3816 -1.7244  0.143
N -0.2361 1.4542 0.5613  -0.013
N -1.2818 1.0841 0.0290  0.144
H 1.0083 0.9065 2.2715  0.157
C 1.0643 -0.1547 -1.0763  -0.159
N -0.0708 -0.4924 -1.2770  0.105

Values from the calculation:
LUMO level	-0.6	eV
charge	0
Kohn-Sham gap	8.35	eV
multiplicity	1



Run ii
This record from the OMol25 dataset describes a single C3H3N5 molecule. The level of theory is wB97M-V/def2-TZVPD.

Each line ends with the Löwdin charge.
Atoms and positions in Å:
N -2.5912 -0.9434 -0.1015  0.252
N -0.0238 0.3813 -0.0625  -0.119
H -1.5393 2.0423 0.1821  0.142
C 2.0308 0.0340 -0.1045  -0.292
N -2.1003 0.0659 -0.0015  -0.119
H -0.3942 -1.6759 0.2601  0.022
C 0.0778 -0.9886 -0.1511  -0.053
N 1.1718 1.0018 -0.0226  0.090
C -1.2575 0.9875 0.0857  -0.111
N 1.4989 -1.1671 -0.0623  0.064
H 3.1270 0.2622 -0.0219  0.124

Values from the calculation:
LUMO level	-0.1	eV
charge	0
Kohn-Sham gap	8.73	eV
multiplicity	1



Result of the stability comparison: run ii is the most stable of them.